[1]
The following is a DFT calculation (ωB97M-V/def2-TZVPD) of C31H64P2PmSi2 as an isolated structure.

Structure (XYZ):
```
100
Properties=species:S:1:pos:R:3:lowdin_charge:R:1
Pm 0.090 -0.031 -0.095 1.325
C 1.329 1.468 1.256 -0.353
C 1.172 2.067 -0.085 -0.354
C -0.960 1.891 0.920 -0.319
C 0.019 1.412 1.856 -0.313
C -0.263 2.341 -0.292 -0.322
C 2.664 1.271 1.955 -0.032
H 3.503 0.996 1.285 0.082
H 2.651 0.518 2.759 0.065
H 2.948 2.227 2.430 0.105
C -0.257 1.134 3.313 -0.029
H 0.617 0.781 3.860 0.076
H -1.062 0.397 3.455 0.006
H -0.592 2.065 3.780 0.105
C -2.435 2.118 1.183 -0.012
H -2.578 3.160 1.503 0.109
H -2.812 1.480 1.991 0.040
H -3.099 1.961 0.314 0.071
C -0.887 3.379 -1.196 -0.036
H -0.758 4.350 -0.686 0.108
H -1.976 3.248 -1.309 0.070
H -0.474 3.499 -2.204 0.079
C 2.305 2.903 -0.613 -0.024
H 2.446 3.707 0.121 0.106
H 2.076 3.364 -1.564 0.067
H 3.245 2.359 -0.669 0.070
C 2.135 -1.266 -2.855 -0.106
C 3.055 -0.312 -2.298 -0.089
C 4.097 0.328 -3.146 -0.177
C 3.510 1.422 -4.095 -0.152
C 1.993 1.555 -4.033 -0.114
C 1.186 0.642 -4.596 -0.123
C 1.708 -0.605 -5.275 -0.162
C 2.226 -1.686 -4.275 -0.183
H 4.643 -0.415 -3.746 0.116
H 3.787 1.139 -5.123 0.108
H 4.850 0.782 -2.476 0.114
H 3.250 -1.968 -4.555 0.117
H 1.315 -1.674 -2.310 0.044
H 3.012 0.028 -1.289 0.060
H 1.617 -2.599 -4.390 0.112
H 0.934 -1.011 -5.939 0.110
H 0.125 0.864 -4.766 0.102
H 2.541 -0.331 -5.938 0.111
H 4.000 2.392 -3.937 0.112
H 1.589 2.524 -3.713 0.095
P 1.079 -2.125 1.237 0.647
C 0.838 -1.968 2.994 -0.253
H 1.172 -2.944 3.356 0.064
H -0.193 -1.810 3.326 -0.005
H 1.474 -1.196 3.444 0.047
C 0.358 -3.662 0.799 -0.269
H 0.793 -4.355 1.522 0.067
H 0.615 -3.984 -0.217 0.064
H -0.737 -3.696 0.897 -0.021
C 2.822 -2.357 1.149 -0.259
H 3.147 -2.701 0.165 0.054
H 2.989 -3.150 1.882 0.059
H 3.410 -1.478 1.435 0.047
P -1.952 -0.648 -1.708 0.692
C -2.660 0.787 -2.494 -0.254
H -3.157 0.332 -3.350 0.062
H -2.005 1.597 -2.823 0.031
H -3.424 1.234 -1.839 0.060
C -1.801 -2.139 -2.646 -0.251
H -1.332 -1.952 -3.609 0.047
H -2.838 -2.445 -2.811 0.058
H -1.282 -2.966 -2.128 0.061
C -3.461 -1.058 -0.885 -0.310
H -4.174 -1.097 -1.707 0.073
H -3.794 -0.322 -0.154 0.049
H -3.413 -2.043 -0.417 -0.017
C -1.777 -1.547 5.231 -0.193
Si -2.934 -1.071 3.813 0.416
C -4.584 -1.847 4.445 -0.211
C -3.533 0.705 4.241 -0.194
C -2.336 -1.498 2.036 -0.359
Si -3.054 -3.258 1.698 0.420
C -4.968 -3.194 1.540 -0.184
C -2.941 -4.491 0.168 -0.195
C -2.494 -4.418 3.083 -0.182
H -2.302 -1.381 6.182 0.042
H -0.874 -0.933 5.255 0.014
H -1.494 -2.601 5.185 0.023
H -4.684 -1.591 5.506 0.033
H -5.430 -1.386 3.925 0.027
H -4.619 -2.934 4.357 0.015
H -2.763 1.478 4.208 0.002
H -4.360 0.984 3.581 0.034
H -3.920 0.697 5.270 0.043
H -3.017 -0.743 1.505 -0.065
H -5.247 -2.732 0.585 0.023
H -5.350 -4.226 1.537 0.038
H -5.502 -2.657 2.322 -0.003
H -1.965 -4.931 -0.052 0.009
H -3.591 -5.339 0.430 0.039
H -3.342 -4.075 -0.760 0.010
H -1.408 -4.558 3.042 0.022
H -2.761 -4.063 4.082 0.008
H -2.970 -5.398 2.944 0.042
```

Gap between HOMO and LUMO (alpha / beta) ... 6.22 / 6.47 eV
Charge ... +1
Max |F| ... 5.7 eV/A
Multiplicity ... 5



[2]
The following is a DFT calculation (ωB97M-V/def2-TZVPD) of a 5-piece molecular cluster, C31H65F4N2O5 overall.

Structure (XYZ):
```
107
Properties=species:S:1:pos:R:3:lowdin_charge:R:1
C -4.850 7.579 -0.159 -0.111
C -4.752 6.053 -0.058 -0.247
C -3.393 5.514 -0.577 -0.208
C -3.482 4.763 -1.906 -0.223
C -3.358 5.648 -3.151 -0.202
C -2.153 6.606 -3.194 -0.197
C -0.831 6.068 -2.610 -0.191
C 0.387 6.170 -3.568 -0.198
C 1.056 4.814 -3.811 -0.221
C 0.397 4.050 -4.971 -0.195
C 0.853 2.581 -5.051 -0.188
C -0.305 1.578 -5.295 -0.200
C -0.610 0.738 -4.060 -0.219
C 0.431 -0.344 -3.787 -0.206
C -0.006 -1.304 -2.667 -0.195
C 0.245 -2.796 -2.972 -0.179
C 0.679 -3.637 -1.749 -0.208
C -0.239 -4.843 -1.431 -0.189
C -1.162 -4.632 -0.215 -0.153
C -0.668 -5.196 1.136 -0.091
C 0.681 -4.703 1.533 -0.104
N 1.818 -4.937 0.809 0.181
C 2.864 -4.358 1.374 -0.009
N 2.462 -3.742 2.469 0.069
C 3.443 -2.993 3.281 -0.154
O 3.161 -3.190 4.610 -0.140
C 3.729 -2.166 5.435 -0.031
C 1.098 -3.943 2.610 0.007
C 0.291 -3.372 3.757 -0.400
F -0.996 -3.689 3.600 0.142
F 0.688 -3.920 4.911 0.141
C 0.372 -1.802 3.865 -0.285
F 1.004 -1.449 4.996 0.083
F -0.865 -1.303 3.908 0.127
H -5.708 7.954 0.394 0.066
H -3.955 8.033 0.266 0.070
H -4.915 7.880 -1.203 0.066
H -4.847 5.776 0.990 0.097
H -5.554 5.595 -0.633 0.098
H -2.696 6.349 -0.637 0.087
H -2.978 4.834 0.170 0.103
H -4.443 4.249 -1.955 0.103
H -2.730 3.972 -1.952 0.090
H -3.383 5.022 -4.044 0.102
H -4.265 6.259 -3.203 0.104
H -1.976 6.834 -4.246 0.098
H -2.426 7.558 -2.740 0.102
H -0.587 6.654 -1.726 0.103
H -0.927 5.025 -2.318 0.089
H 0.086 6.609 -4.519 0.101
H 1.128 6.844 -3.134 0.102
H 2.127 4.924 -3.992 0.111
H 0.959 4.188 -2.920 0.092
H -0.682 4.091 -4.808 0.104
H 0.654 4.575 -5.890 0.113
H 1.574 2.482 -5.860 0.107
H 1.342 2.320 -4.112 0.083
H -1.197 2.127 -5.594 0.102
H -0.045 0.937 -6.140 0.104
H -1.604 0.291 -4.131 0.110
H -0.635 1.417 -3.200 0.116
H 1.356 0.158 -3.498 0.087
H 0.656 -0.880 -4.711 0.113
H -1.078 -1.165 -2.520 0.107
H 0.465 -1.014 -1.727 0.085
H 0.994 -2.867 -3.759 0.106
H -0.671 -3.205 -3.396 0.109
H 0.703 -2.960 -0.892 0.087
H 1.704 -3.972 -1.926 0.098
H 0.354 -5.755 -1.330 0.098
H -0.864 -5.015 -2.303 0.108
H -1.281 -3.556 -0.076 0.119
H -2.123 -5.082 -0.439 0.119
H -0.677 -6.289 1.100 0.127
H -1.406 -4.924 1.870 0.111
H 1.942 -5.441 -0.056 0.164
H 3.867 -4.396 0.990 0.175
H 4.424 -3.404 3.031 0.151
H 3.395 -1.936 2.999 0.149
H 3.130 -1.260 5.343 0.068
H 3.758 -2.525 6.454 0.109
H 4.743 -1.927 5.108 0.102
H 0.899 -1.361 3.016 0.166
C 0.958 -9.183 0.868 -0.159
O -0.162 -9.045 0.000 -0.131
H 1.457 -8.216 0.915 0.054
H 0.643 -9.470 1.873 0.082
H 1.657 -9.927 0.478 0.082
H -0.599 -9.901 -0.036 0.079
C 2.814 0.720 -1.042 -0.159
O 1.907 1.759 -1.373 -0.121
H 2.569 -0.129 -1.675 0.056
H 3.849 1.013 -1.234 0.085
H 2.711 0.420 0.008 0.068
H 2.108 2.529 -0.834 0.081
C 2.136 1.860 4.817 -0.160
O 2.117 1.296 6.120 -0.117
H 2.679 2.799 4.879 0.083
H 2.654 1.207 4.102 0.062
H 1.125 2.063 4.452 0.080
H 1.624 0.471 6.079 0.042
C -0.825 -2.863 7.969 -0.166
O -1.742 -3.551 8.808 -0.113
H 0.095 -2.735 8.535 0.081
H -0.605 -3.439 7.067 0.057
H -1.203 -1.876 7.689 0.078
H -2.563 -3.672 8.325 0.074
```

Gap between HOMO and LUMO ... 8.62 eV
Charge ... +1
Max |F| ... 1.1 eV/A
Multiplicity ... 1



[3]
The following is a DFT calculation (ωB97M-V/def2-TZVPD) of C31H65I3O8 as an isolated structure.

Structure (XYZ):
```
107
Properties=species:S:1:pos:R:3:lowdin_charge:R:1
C 4.739 -3.318 2.983 0.080
C 3.827 -2.664 2.484 -0.059
C 2.785 -1.549 2.035 -0.308
C 3.584 -0.479 1.175 -0.126
C 2.696 0.409 0.196 -0.311
C 2.581 1.944 0.664 -0.603
I 1.576 2.971 -1.001 0.725
O 1.746 -2.162 1.274 -0.130
C 0.761 -2.792 2.101 -0.131
C -0.193 -1.810 2.918 -0.287
C -1.748 -2.221 2.763 -0.121
C -2.429 -1.504 1.494 -0.138
C -3.916 -2.094 1.410 -0.238
O -4.754 -1.316 0.543 -0.221
C -5.566 -0.396 1.292 -0.121
O -0.103 -0.420 2.547 -0.192
C -0.032 0.412 3.720 -0.227
C -0.682 1.850 3.494 -0.685
I -1.410 2.580 1.609 0.808
C -0.766 2.666 4.615 -0.765
C -0.239 2.219 6.054 -0.152
I -1.616 4.671 4.516 0.724
H 5.734 -3.714 3.324 0.054
H 2.408 -1.021 2.973 0.144
H 4.385 -1.008 0.583 0.118
H 4.090 0.225 1.908 0.123
H 1.637 0.048 0.052 0.096
H 3.190 0.365 -0.826 0.092
H 3.598 2.385 0.866 0.053
H 1.923 1.925 1.595 0.039
H 0.094 -3.389 1.393 0.140
H 1.212 -3.550 2.831 0.126
H 0.045 -1.977 4.025 0.144
H -2.262 -1.865 3.703 0.118
H -1.763 -3.350 2.615 0.101
H -1.873 -1.715 0.533 0.127
H -2.479 -0.382 1.677 0.067
H -3.894 -3.153 1.018 0.128
H -4.298 -2.158 2.483 0.121
H -6.015 0.359 0.572 0.097
H -6.434 -0.971 1.751 0.095
H -4.960 0.163 2.066 0.090
H -0.612 -0.052 4.579 0.119
H 1.056 0.561 4.020 0.134
H 0.887 2.383 6.104 0.093
H -0.709 2.828 6.877 0.059
H -0.508 1.135 6.250 0.074
C -0.254 -7.650 3.662 -0.062
C -0.235 -6.142 3.852 -0.498
C -0.100 -5.771 5.321 -0.057
O -1.441 -5.581 3.329 -0.070
H -1.106 -8.097 4.184 0.081
H -0.363 -7.901 2.605 0.082
H 0.664 -8.106 4.037 0.080
H 0.595 -5.712 3.287 0.113
H -0.947 -6.155 5.900 0.082
H -0.099 -4.685 5.444 0.071
H 0.823 -6.172 5.746 0.082
H -2.182 -5.956 3.823 0.092
C -0.846 4.722 -3.526 -0.065
C -2.342 4.573 -3.309 -0.487
C -2.897 5.721 -2.480 -0.054
O -2.605 3.336 -2.645 -0.064
H -0.310 4.715 -2.572 0.018
H -0.460 3.885 -4.113 0.062
H -0.614 5.653 -4.049 0.067
H -2.853 4.537 -4.275 0.139
H -2.432 5.748 -1.490 0.083
H -3.971 5.596 -2.321 0.079
H -2.725 6.681 -2.973 0.071
H -2.157 3.357 -1.789 0.061
C 4.482 -7.567 0.346 -0.064
C 3.061 -7.095 0.610 -0.491
C 2.872 -5.647 0.190 -0.055
O 2.766 -7.227 2.001 -0.065
H 5.203 -6.972 0.917 0.079
H 4.607 -8.605 0.664 0.079
H 4.733 -7.493 -0.715 0.080
H 2.357 -7.730 0.067 0.139
H 3.537 -4.987 0.756 0.060
H 1.850 -5.318 0.396 0.074
H 3.074 -5.514 -0.876 0.084
H 3.385 -6.668 2.490 0.084
C -1.564 0.687 -7.564 -0.067
C -0.528 1.311 -6.641 -0.496
C -0.041 0.313 -5.602 -0.061
O -1.097 2.441 -5.984 -0.067
H -2.442 0.359 -7.000 0.082
H -1.913 1.417 -8.298 0.078
H -1.151 -0.174 -8.097 0.078
H 0.319 1.671 -7.230 0.138
H -0.867 -0.027 -4.970 0.084
H 0.694 0.777 -4.939 0.078
H 0.418 -0.559 -6.075 0.079
H -1.849 2.134 -5.459 0.089
C 1.126 8.234 -4.928 -0.062
C -0.295 8.708 -4.667 -0.507
C -0.482 10.156 -5.092 -0.067
O -0.591 8.579 -3.277 -0.065
H 1.847 8.830 -4.359 0.082
H 1.250 7.197 -4.608 0.070
H 1.377 8.305 -5.989 0.081
H -1.000 8.072 -5.208 0.136
H 0.184 10.817 -4.528 0.081
H -1.504 10.487 -4.889 0.080
H -0.279 10.284 -6.158 0.080
H 0.027 9.138 -2.788 0.089
```

Gap between HOMO and LUMO ... 8.56 eV
Charge ... 0
Max |F| ... 2.4 eV/A
Multiplicity ... 1



[4]
The following is a DFT calculation (ωB97M-V/def2-TZVPD) of a 4-piece molecular cluster, C31H65N3O4 overall.

Structure (XYZ):
```
103
Properties=species:S:1:pos:R:3:lowdin_charge:R:1
C 3.899 1.633 0.603 -0.146
C 2.898 2.829 0.070 -0.249
C 1.588 2.134 -0.685 -0.215
C 0.324 1.890 0.330 -0.157
C -1.036 1.307 -0.375 -0.325
C -0.801 -0.142 -1.175 -0.074
N -0.393 -1.341 -1.535 0.097
C -1.570 2.349 -1.570 -0.225
N -1.030 2.021 -2.942 -0.031
C -2.231 1.247 0.744 -0.233
C -2.826 2.776 1.076 -0.102
N -2.919 4.065 1.334 0.081
C -1.813 0.617 2.194 -0.184
C -0.972 -0.784 2.149 -0.211
C -1.886 -2.132 1.876 -0.184
C -0.932 -3.495 1.705 -0.210
C -0.938 -4.463 3.030 -0.226
C -0.355 -3.771 4.398 -0.207
C 1.087 -3.007 4.229 -0.218
C 2.397 -3.915 4.646 -0.200
C 2.840 -4.925 3.425 -0.190
C 3.912 -4.220 2.362 -0.181
C 3.176 -3.586 1.039 -0.160
C 2.446 -4.774 0.126 -0.231
O 3.427 -5.800 -0.288 -0.252
C 2.730 -7.093 -0.093 -0.128
H 3.379 1.128 1.541 0.079
H 4.930 2.111 0.897 0.077
H 4.015 0.850 -0.261 0.078
H 2.520 3.550 0.912 0.110
H 3.431 3.474 -0.781 0.115
H 1.246 2.915 -1.498 0.103
H 1.910 1.126 -1.235 0.123
H 0.037 2.964 0.765 0.140
H 0.723 1.271 1.238 0.112
H -2.759 2.329 -1.673 0.140
H -1.149 3.402 -1.274 0.125
H -1.578 1.286 -3.439 0.082
H -0.003 1.848 -2.955 0.060
H -3.149 0.671 0.265 0.153
H -2.832 0.400 2.774 0.135
H -1.268 1.451 2.850 0.131
H -0.024 -0.767 1.429 0.100
H -0.512 -0.933 3.241 0.110
H -2.653 -2.018 0.999 0.107
H -2.491 -2.324 2.887 0.111
H 0.169 -3.246 1.393 0.074
H -1.397 -4.148 0.820 0.120
H -0.396 -5.498 2.787 0.107
H -2.082 -4.721 3.248 0.115
H -1.135 -2.937 4.747 0.104
H -0.316 -4.552 5.285 0.118
H 1.050 -2.060 4.949 0.112
H 1.279 -2.576 3.150 0.083
H 3.298 -3.141 4.769 0.095
H 2.279 -4.447 5.687 0.110
H 3.405 -5.834 3.931 0.110
H 1.905 -5.335 2.851 0.081
H 4.633 -5.079 1.982 0.114
H 4.557 -3.458 2.976 0.086
H 2.419 -2.717 1.264 0.088
H 4.036 -3.114 0.371 0.118
H 1.512 -5.242 0.674 0.098
H 2.022 -4.246 -0.844 0.134
H 2.716 -7.298 1.065 0.100
H 3.386 -7.937 -0.593 0.104
H 1.645 -7.101 -0.537 0.102
C -3.135 4.775 -4.343 -0.065
C -4.578 5.192 -4.103 -0.503
C -4.659 6.578 -3.484 -0.061
O -5.203 4.250 -3.235 -0.066
H -2.577 4.736 -3.401 0.066
H -3.092 3.771 -4.777 0.073
H -2.630 5.472 -5.020 0.081
H -5.127 5.179 -5.051 0.109
H -4.154 6.603 -2.511 0.080
H -5.702 6.859 -3.306 0.079
H -4.200 7.328 -4.135 0.081
H -4.722 4.254 -2.391 0.080
C 6.585 -1.126 6.224 -0.064
C 6.511 -2.056 5.023 -0.497
C 7.684 -1.838 4.081 -0.062
O 5.292 -1.824 4.320 -0.092
H 6.551 -0.077 5.910 0.081
H 5.727 -1.285 6.886 0.081
H 7.504 -1.291 6.794 0.082
H 6.500 -3.097 5.363 0.143
H 7.689 -0.814 3.691 0.082
H 7.611 -2.505 3.215 0.081
H 8.636 -2.024 4.587 0.082
H 5.293 -0.902 4.014 0.099
C -7.276 5.309 -9.081 -0.067
C -6.291 4.764 -8.059 -0.499
C -6.568 3.303 -7.747 -0.062
O -6.383 5.529 -6.860 -0.073
H -8.303 5.254 -8.704 0.081
H -7.072 6.365 -9.287 0.080
H -7.218 4.752 -10.021 0.080
H -5.269 4.872 -8.439 0.141
H -7.570 3.176 -7.322 0.083
H -5.859 2.927 -7.001 0.079
H -6.490 2.685 -8.646 0.081
H -7.287 5.440 -6.516 0.101
```

Gap between HOMO and LUMO ... 9.83 eV
Charge ... 0
Max |F| ... 12.4 eV/A
SMILES ... CCCC[C@](C#N)(CN)[C@H](C#N)CCCCCCCCCCCCOC.CC(C)O.CC(C)O.CC(C)O
Multiplicity ... 1



Question: multiplicity of number 2 (C31H65F4N2O5)?
Answer: 1